40
Properties=species:S:1:pos:R:3 method="wB97M-V/def2-TZVPD" homo_energy_ev=-14.41 orbital_gap_ev=2.7 total_charge=+2 total_energy_ha=-1968.553329 spin_multiplicity=1
C 4.22 -2.65 0.67
C 3.86 -1.27 0.15
I 5.54 -0.09 -0.39
C 2.57 -0.80 0.04
I 0.92 -2.02 0.65
C 2.27 0.61 -0.48
C 0.99 0.51 -1.33
C -0.22 1.06 -0.60
C -1.58 0.82 -1.36
C -2.37 -0.21 -0.54
C -2.48 -1.54 -0.95
C -3.17 -2.41 -0.13
C -3.73 -1.96 1.05
C -3.65 -0.64 1.46
C -2.96 0.25 0.66
C -2.84 1.69 1.13
C 0.10 2.56 -0.35
O 0.83 2.67 0.89
S 2.17 1.78 0.94
O 3.32 2.60 1.02
O 2.08 0.93 2.09
H 3.48 -3.05 1.37
H 4.42 -3.33 -0.18
H 5.15 -2.53 1.23
H 3.08 0.96 -1.14
H 1.12 1.19 -2.20
H 0.81 -0.53 -1.75
H -0.30 0.60 0.39
H -2.18 1.73 -1.42
H -1.41 0.44 -2.38
H -2.01 -1.88 -1.87
H -3.25 -3.46 -0.41
H -4.25 -2.67 1.70
H -4.08 -0.28 2.39
H -2.90 2.42 0.31
H -1.88 1.78 1.67
H -3.63 1.96 1.84
H -0.78 3.20 -0.38
H 0.76 2.93 -1.15
Cd 2.01 -1.32 -2.65

---

24
Properties=species:S:1:pos:R:3 method="wB97M-V/def2-TZVPD" homo_energy_ev="-4.79 / -4.78" orbital_gap_ev="7.6 / 7.6" de_lowest_kcal_mol=0.00 total_charge=-1 total_energy_ha=-1155.978421 spin_multiplicity=1
C 3.86 -1.52 0.95
C -1.09 2.25 -2.12
C 2.66 -1.05 0.94
C -1.20 1.68 -0.96
C 1.89 -0.62 -0.24
C -1.14 2.00 0.44
C -0.50 -0.55 -0.76
N -2.17 1.67 1.15
N 0.55 -0.73 0.07
O -2.00 -2.68 -0.70
O 2.22 -0.31 -1.36
O -0.21 2.64 0.96
O -3.14 -0.68 -0.14
O -1.41 -1.53 1.37
S -1.87 -1.46 -0.03
H 4.30 -1.93 1.77
H 4.63 -1.59 0.11
H -0.93 1.81 -2.99
H -1.66 3.17 -2.21
H 2.02 -1.06 1.88
H -0.24 -0.77 -1.86
H -2.61 0.98 0.56
H -2.18 1.40 2.20
H 0.23 -1.11 0.99

---

104
Properties=species:S:1:pos:R:3 method="wB97M-V/def2-TZVPD" homo_energy_ev="-2.65 / -5.13" s2=8.8582 orbital_gap_ev="4.8 / 7.3" de_lowest_kcal_mol=30.90 total_charge=-1 total_energy_ha=-6544.044769 spin_multiplicity=6
Mn 0.96 2.13 -0.36
Cl 5.83 1.95 5.05
C 4.46 2.01 3.95
C 3.18 2.12 4.47
C 2.11 2.15 3.59
C 2.29 2.07 2.21
O 1.22 2.05 1.44
C 3.61 1.99 1.69
C 3.89 1.96 0.29
N 2.96 2.01 -0.67
C 3.31 1.99 -1.99
C 4.61 2.04 -2.53
C 4.80 1.94 -3.91
C 3.75 1.79 -4.79
C 2.43 1.74 -4.29
C 1.28 1.55 -5.09
C 0.03 1.50 -4.51
C -0.09 1.63 -3.13
N 0.98 1.82 -2.36
C 2.22 1.86 -2.90
C 4.69 1.95 2.60
H 3.02 2.17 5.54
H 1.09 2.23 3.95
H 4.93 1.92 0.01
H 5.47 2.16 -1.89
H 5.81 1.99 -4.29
H 3.92 1.71 -5.86
H 1.40 1.45 -6.16
H -0.86 1.35 -5.11
H -1.04 1.60 -2.61
H 5.70 1.88 2.22
O -1.73 2.71 1.30
C -1.83 1.95 0.36
O -0.85 1.45 -0.35
C -3.21 1.48 -0.08
C -3.87 0.60 0.97
Ge -3.10 -1.14 1.45
C -3.11 -2.43 -0.02
C -3.58 -2.11 -1.30
C -3.66 -3.08 -2.29
C -3.28 -4.38 -2.03
C -2.80 -4.72 -0.77
C -2.71 -3.75 0.22
C -4.37 -1.81 2.80
C -5.05 -3.02 2.67
C -5.94 -3.45 3.64
C -6.18 -2.67 4.77
C -5.51 -1.46 4.91
C -4.62 -1.04 3.93
C -1.31 -1.14 2.22
C -1.09 -1.17 3.60
C 0.19 -1.17 4.12
C 1.29 -1.14 3.27
C 1.09 -1.12 1.89
C -0.20 -1.13 1.38
H -3.16 1.00 -1.06
H -3.80 2.40 -0.20
H -4.90 0.37 0.68
H -3.94 1.16 1.90
H -3.90 -1.10 -1.52
H -4.02 -2.81 -3.28
H -3.35 -5.14 -2.80
H -2.49 -5.73 -0.55
H -2.32 -4.02 1.19
H -4.89 -3.64 1.80
H -6.46 -4.39 3.52
H -6.87 -3.00 5.53
H -5.69 -0.84 5.78
H -4.12 -0.09 4.06
H -1.93 -1.19 4.28
H 0.34 -1.18 5.19
H 2.29 -1.11 3.67
H 1.94 -1.05 1.22
H -0.33 -1.09 0.30
F -1.28 4.08 -1.80
C -0.35 4.88 -1.20
C 0.74 4.31 -0.56
C 1.59 5.23 0.01
F 2.70 4.81 0.67
C 1.40 6.60 -0.03
F 2.28 7.45 0.55
C 0.30 7.11 -0.68
F 0.09 8.44 -0.73
C -0.60 6.24 -1.27
F -1.68 6.73 -1.90
O 2.25 -0.77 -1.38
C 2.29 -1.73 -2.11
C 1.27 -2.01 -3.18
C 0.23 -2.98 -2.58
C 0.78 -4.21 -1.84
C 1.49 -3.92 -0.50
C 2.96 -3.48 -0.65
N 3.20 -2.78 -1.92
H 1.75 -2.45 -4.06
H 0.78 -1.08 -3.48
H -0.43 -3.31 -3.38
H -0.39 -2.42 -1.88
H 1.43 -4.81 -2.50
H -0.08 -4.85 -1.63
H 1.44 -4.79 0.14
H 0.93 -3.13 0.01
H 3.63 -4.34 -0.62
H 3.25 -2.82 0.17
H 3.12 -3.44 -2.68

---

37
Properties=species:S:1:pos:R:3 method="wB97M-V/def2-TZVPD" homo_energy_ev="-16.21 / -16.21" orbital_gap_ev="9.2 / 9.2" de_lowest_kcal_mol=2.71 total_charge=+2 total_energy_ha=-721.087592 spin_multiplicity=1
C 2.23 -3.10 -0.95
N 1.00 -2.39 -0.69
C 0.65 -1.26 -1.28
N 1.39 -0.73 -2.23
C -0.83 -0.74 -1.10
N -1.26 -0.75 -2.47
C -0.91 0.78 -0.35
C -2.32 1.00 0.07
C -0.44 2.05 -1.11
O 0.95 2.22 -1.17
N -0.06 0.51 0.77
N 0.76 1.34 1.30
C 1.25 0.97 2.53
C -0.18 0.83 3.43
N -1.01 0.08 2.58
H 3.11 -2.52 -1.18
H 2.45 -3.95 -0.34
H 2.11 -3.72 -1.86
H 0.37 -2.80 -0.02
H 2.05 -1.09 -2.89
H 1.04 0.10 -2.74
H -1.24 -1.38 -0.26
H -1.51 -1.58 -3.04
H -1.93 -0.02 -2.65
H -2.67 -0.09 0.46
H -2.99 1.26 -0.72
H -2.58 1.65 0.89
H -0.87 2.92 -0.69
H -0.75 1.89 -2.13
H 1.17 2.99 -1.81
H 0.85 2.30 0.86
H 2.03 1.63 2.90
H 1.52 -0.12 2.49
H -0.56 1.91 3.74
H 0.03 0.29 4.34
H -1.98 0.35 2.59
H -0.88 -0.85 2.75

---

14
Properties=species:S:1:pos:R:3 method="wB97M-V/def2-TZVPD" homo_energy_ev="-8.22 / -8.20" orbital_gap_ev="8.0 / 8.1" de_lowest_kcal_mol=121.74 total_charge=0 total_energy_ha=-307.518433 spin_multiplicity=1
C 2.26 0.06 -0.26
O 1.12 -0.32 -0.99
C -0.15 0.01 -0.53
C -2.00 -0.99 0.31
C -0.41 1.12 0.36
O -1.51 1.34 0.85
H 3.15 -0.48 -0.62
H 2.45 1.13 -0.38
H 2.11 -0.15 0.80
H -0.78 -0.09 -1.39
H -2.04 -1.71 -0.49
H -1.63 -1.33 1.26
H -2.95 -0.43 0.42
H 0.38 1.82 0.66

---

12
Properties=species:S:1:pos:R:3 method="wB97M-V/def2-TZVPD" homo_energy_ev=-0.06 orbital_gap_ev=6.2 de_lowest_kcal_mol=89.70 total_charge=-2 total_energy_ha=-1098.625675 spin_multiplicity=1
C -1.37 0.19 0.05
C 1.05 -0.17 -0.08
N -0.25 0.39 -0.10
O -1.22 -2.12 -1.27
O -1.13 -1.93 1.25
O -3.43 -2.01 0.09
P -1.94 -1.69 -0.01
S -2.78 2.67 -0.04
H 1.45 0.04 -0.98
H 1.54 0.43 0.65
H 0.82 -1.18 0.24
H -3.61 1.82 0.71

---

6
Properties=species:S:1:pos:R:3 method="wB97M-V/def2-TZVPD" homo_energy_ev=-8.88 orbital_gap_ev=7.0 de_lowest_kcal_mol=17.45 total_charge=0 smiles="CP=S" total_energy_ha=-779.386494 spin_multiplicity=1
C 0.14 0.62 0.25
P 0.77 -1.17 0.13
S -0.77 -2.18 -1.03
H 0.04 0.84 -0.82
H -0.93 0.59 0.77
H 0.75 1.29 0.70

---

7
Properties=species:S:1:pos:R:3 method="wB97M-V/def2-TZVPD" homo_energy_ev="-8.18 / -7.95" orbital_gap_ev="8.0 / 7.5" de_lowest_kcal_mol=83.63 total_charge=0 total_energy_ha=-817.339850 spin_multiplicity=1
C 0.05 -0.01 0.46
C 1.53 -0.41 -1.56
P -0.62 -1.47 0.69
S 2.47 -1.66 -1.51
H 0.11 1.01 0.75
H 1.38 0.35 -2.30
H -1.43 -1.18 1.83

---

33
Properties=species:S:1:pos:R:3 method="wB97M-V/def2-TZVPD" homo_energy_ev="-23.12 / -22.97" s2=12.0256 orbital_gap_ev="8.1 / 4.3" de_lowest_kcal_mol=72.26 total_charge=+4 total_energy_ha=-3085.005494 spin_multiplicity=7
I 1.50 -3.83 -0.30
I 1.59 3.52 -0.26
Ru 0.05 1.48 0.02
Yb 0.43 -1.30 0.00
S 1.32 0.24 -1.79
C -1.60 -1.97 -1.34
C -1.27 -2.05 1.65
C 0.70 -0.01 -3.45
C 1.55 1.10 -4.07
C -0.79 0.26 -3.64
C 1.09 -1.39 -3.95
C -0.83 1.99 1.55
C -1.35 2.04 -0.99
O -1.82 -2.57 2.52
O -2.41 -2.40 -2.05
O -1.35 2.44 2.49
O -2.23 2.53 -1.59
H 1.29 1.17 -5.12
H 2.61 0.86 -3.95
H 1.35 2.06 -3.57
H -1.15 -0.36 -4.48
H -0.95 1.31 -3.90
H -1.41 0.02 -2.77
H 0.87 -1.44 -5.02
H 0.55 -2.20 -3.43
H 2.17 -1.57 -3.80
C 0.26 0.21 3.67
C 1.22 -0.42 2.71
O 1.93 -1.35 3.00
O 1.21 0.10 1.46
H 0.41 -0.28 4.62
H -0.78 0.08 3.38
H 0.48 1.28 3.79

---

63
Properties=species:S:1:pos:R:3 method="wB97M-V/def2-TZVPD" homo_energy_ev=-6.65 orbital_gap_ev=5.4 total_charge=0 total_energy_ha=-1329.153318 spin_multiplicity=1
C -2.14 -3.03 -0.35
C -2.58 -3.99 0.73
O -2.04 -5.05 0.94
O -3.66 -3.54 1.43
C -3.40 -3.32 2.83
C -2.71 -1.98 3.10
C -1.44 -2.08 3.97
C -0.19 -1.48 3.34
C -0.04 0.05 3.48
C -1.33 0.86 3.48
C -1.08 2.32 3.95
C -2.04 3.31 3.26
B -1.43 4.05 1.93
C -0.59 3.04 0.90
C -1.27 2.77 -0.43
C -0.32 2.15 -1.47
I -3.05 1.56 -0.15
H -2.99 -2.53 -0.80
H -1.52 -3.54 -1.08
H -1.54 -2.26 0.14
H -4.36 -3.38 3.34
H -2.80 -4.16 3.20
H -2.48 -1.53 2.13
H -3.44 -1.32 3.55
H -1.26 -3.13 4.21
H -1.63 -1.59 4.93
H -0.12 -1.74 2.28
H 0.67 -1.95 3.82
H 0.54 0.39 2.62
H 0.53 0.29 4.38
H -1.73 0.95 2.47
H -2.08 0.44 4.14
H -1.16 2.34 5.04
H -0.04 2.56 3.69
H -2.28 4.09 3.99
H -2.99 2.80 3.08
H -0.71 4.99 2.28
H -2.37 4.51 1.28
H -0.28 2.09 1.35
H 0.34 3.55 0.61
H -1.63 3.71 -0.82
H -0.76 1.26 -1.93
H -0.09 2.88 -2.25
H 0.62 1.87 -1.00
C 5.75 0.49 -5.97
C 4.23 0.60 -6.01
N 3.60 0.01 -4.82
C 3.97 0.21 -3.51
C 3.10 -0.49 -2.75
N 2.21 -1.10 -3.60
C 2.54 -0.79 -4.85
C 1.08 -1.94 -3.21
H 6.06 -0.54 -5.84
H 6.16 0.86 -6.91
H 6.17 1.09 -5.17
H 3.84 0.07 -6.88
H 3.92 1.64 -6.08
H 4.81 0.83 -3.27
H 3.01 -0.61 -1.68
H 2.01 -1.11 -5.73
H 1.17 -2.92 -3.67
H 0.15 -1.46 -3.52
H 1.07 -2.05 -2.13

---

12
Properties=species:S:1:pos:R:3 method="wB97M-V/def2-TZVPD" homo_energy_ev="-10.74 / -13.37" s2=3.7787 orbital_gap_ev="4.0 / 4.8" total_charge=+1 total_energy_ha=-462.076160 spin_multiplicity=4
O -0.88 1.99 -0.27
C -1.68 1.21 0.05
C -2.26 0.16 0.67
C -3.53 -0.30 0.28
C -4.79 0.09 0.10
H -1.65 -0.37 1.40
H -5.21 0.90 0.72
H -5.49 -0.48 -0.51
C -4.57 1.69 -2.34
O -3.80 2.57 -1.82
Pt -5.43 3.30 -2.57
H -4.09 0.71 -2.55

---

54
Properties=species:S:1:pos:R:3 method="wB97M-V/def2-TZVPD" homo_energy_ev="-14.21 / -14.21" s2=0.7559 orbital_gap_ev="6.2 / 5.5" de_lowest_kcal_mol=44.21 total_charge=+2 total_energy_ha=-3476.478409 spin_multiplicity=2
Ru 0.83 -0.91 -0.80
N 2.23 -2.22 0.06
C 2.51 -2.10 1.53
C 3.51 -1.00 1.84
C 3.12 0.40 1.38
C 3.41 0.71 -0.09
N 2.17 0.70 -0.92
H 1.85 -3.15 -0.11
H 3.13 -2.21 -0.42
H 2.90 -3.06 1.88
H 1.56 -1.92 2.03
H 4.49 -1.27 1.44
H 3.63 -1.00 2.93
H 3.68 1.12 1.99
H 2.07 0.60 1.60
H 4.12 0.00 -0.52
H 3.86 1.70 -0.19
H 2.43 0.83 -1.91
H 1.66 1.59 -0.70
C -2.56 1.50 -2.89
C -1.46 0.80 -2.25
N -0.60 0.25 -1.74
H -3.23 1.89 -2.13
H -3.11 0.80 -3.53
H -2.17 2.31 -3.50
C -1.13 4.44 -0.42
As 0.68 3.88 -0.89
C 1.69 5.24 0.07
C 0.78 4.64 -2.69
H -1.23 5.52 -0.57
H -1.33 4.21 0.63
H -1.86 3.93 -1.04
H 1.30 6.23 -0.16
H 2.74 5.19 -0.22
H 1.62 5.07 1.14
H 0.49 5.68 -2.67
H 0.12 4.10 -3.37
H 1.80 4.56 -3.07
O -0.39 -2.55 -0.85
C -0.93 -2.18 0.25
O -0.39 -1.09 0.71
C -2.01 -2.87 0.92
C -2.50 -2.40 2.14
C -3.53 -3.08 2.76
C -4.06 -4.23 2.18
C -3.55 -4.67 0.97
C -2.53 -4.02 0.32
N -4.12 -5.88 0.35
O -4.99 -6.46 0.96
O -3.67 -6.21 -0.73
H -2.09 -1.50 2.58
H -3.92 -2.73 3.71
H -4.86 -4.78 2.65
H -2.16 -4.40 -0.63

---

15
Properties=species:S:1:pos:R:3 method="wB97M-V/def2-TZVPD" homo_energy_ev=-8.03 orbital_gap_ev=7.7 de_lowest_kcal_mol=125.47 total_charge=0 total_energy_ha=-233.445005 spin_multiplicity=1
C 0.67 0.00 -2.12
C 0.88 0.14 -0.65
C -0.41 0.57 -0.08
C -0.43 1.19 1.31
H 1.39 0.68 -2.65
H 1.01 -1.05 -2.49
H -0.40 0.21 -2.20
H 1.79 0.44 -0.28
H -1.38 0.63 -0.58
H 0.53 1.75 1.55
H -1.23 1.95 1.52
H -0.41 0.19 1.91
H 0.07 -0.70 0.06
H -0.68 -2.60 1.30
O -0.62 -1.61 1.39

---

47
Properties=species:S:1:pos:R:3 method="wB97M-V/def2-TZVPD" homo_energy_ev="-8.21 / -8.24" s2=6.1153 orbital_gap_ev="6.0 / 6.8" de_lowest_kcal_mol=30.30 total_charge=0 total_energy_ha=-2907.095169 spin_multiplicity=5
Mn -0.42 -0.45 1.00
O 1.93 0.55 -2.80
C 2.97 0.91 -2.05
C 3.84 1.88 -2.55
C 4.95 2.26 -1.82
C 5.22 1.68 -0.58
C 4.37 0.73 -0.07
C 3.23 0.34 -0.78
C 2.23 -0.52 -0.17
O 1.14 -0.81 -0.75
N 2.46 -1.00 1.08
N 1.37 -1.43 1.62
C 1.18 -2.26 2.60
C -0.19 -2.68 2.74
C -0.69 -3.42 3.81
C -2.01 -3.81 3.81
C -2.79 -3.53 2.70
C -2.25 -2.76 1.69
N -1.00 -2.29 1.71
H 1.39 -0.09 -2.27
H 3.62 2.33 -3.50
H 5.60 3.03 -2.20
H 6.10 1.97 -0.03
H 4.55 0.28 0.89
H 1.98 -2.68 3.20
H -0.04 -3.66 4.64
H -2.43 -4.31 4.67
H -3.82 -3.85 2.65
H -2.85 -2.46 0.83
C -3.44 -1.09 -1.89
C -2.77 0.18 -1.53
N -1.67 0.30 -0.80
C -1.36 1.64 -0.78
C -2.30 2.34 -1.51
N -3.17 1.39 -1.96
C -2.54 3.78 -1.80
O -1.63 4.64 -1.41
O -3.55 4.08 -2.38
C -0.15 2.11 -0.03
O 0.27 3.25 -0.20
O 0.33 1.22 0.74
H -2.72 -1.90 -1.85
H -3.85 -1.01 -2.89
H -4.25 -1.31 -1.19
H -4.00 1.64 -2.49
H -0.84 4.23 -0.94
I -1.99 0.56 2.81